58
Properties=species:S:1:pos:R:3 method="wB97M-V/def2-TZVPD" total_charge=-1 homo_energy_ev=-4.0 e_tot_ev=-282290.7575 homo_lumo_gap_ev=6.00 e_lumo_ev=2.00 spin_multiplicity=1
Hf 1.328 -0.011 0.415
C -1.936 2.548 1.331
C -1.029 3.124 2.420
N 0.319 2.586 2.390
C 0.859 2.178 3.663
C 0.265 0.865 4.159
S 0.222 -0.494 2.943
C -1.558 -0.803 2.835
C -2.416 0.393 2.431
N -1.870 1.104 1.303
H -2.955 2.941 1.492
H -1.590 2.909 0.363
H -1.039 4.217 2.330
H -1.458 2.908 3.403
H 0.955 3.169 1.866
H 1.938 2.056 3.573
H 0.698 2.918 4.465
H 0.869 0.502 4.988
H -0.765 0.993 4.496
H -1.638 -1.603 2.102
H -1.877 -1.198 3.802
H -3.439 0.025 2.261
H -2.490 1.083 3.273
H -2.137 0.698 0.421
O -1.738 -1.359 -2.160
S -0.547 -1.449 -1.376
O 0.594 -0.589 -1.735
O -0.741 -1.180 0.068
C 0.112 -3.090 -1.663
C -0.664 -3.929 -2.444
C -0.172 -5.159 -2.866
C 1.109 -5.544 -2.522
C 1.892 -4.713 -1.731
C 1.406 -3.492 -1.298
S 2.425 -2.616 -0.117
O 2.816 -1.277 -0.649
O 3.509 -3.481 0.204
O 1.459 -2.286 0.950
H -1.648 -3.594 -2.740
H -0.794 -5.801 -3.475
H 1.506 -6.493 -2.857
H 2.884 -5.010 -1.422
Se 3.306 1.828 1.091
Se 4.732 1.821 -0.697
Te 3.807 0.022 4.678
Se 3.575 -0.272 2.181
S 0.803 2.169 -0.770
C -0.065 2.057 -2.314
C -1.440 1.863 -2.406
C -2.074 1.843 -3.640
C -1.343 2.026 -4.803
C 0.029 2.224 -4.721
C 0.663 2.240 -3.489
H -2.022 1.712 -1.508
H -3.143 1.672 -3.688
H -1.837 2.007 -5.767
H 0.613 2.361 -5.624
H 1.734 2.381 -3.417



12
Properties=species:S:1:pos:R:3 method="wB97M-V/def2-TZVPD" total_charge=+1 homo_energy_ev="-14.0 / -14.0" e_tot_ev=-7201.9630 homo_lumo_gap_ev="8.96 / 8.95" e_lumo_ev="-5.03 / -5.03" spin_multiplicity=1
C -0.469 0.415 0.585
C 1.839 -0.603 0.281
N -1.071 0.262 1.815
N -1.235 0.478 -0.719
O -0.524 1.526 1.351
H 1.513 -1.551 -0.100
H 2.084 -0.532 1.323
H 2.212 0.150 -0.386
H -2.091 0.323 1.866
H -0.637 0.168 -1.496
H -1.516 1.460 -0.896
H -2.079 -0.116 -0.702



9
Properties=species:S:1:pos:R:3 method="wB97M-V/def2-TZVPD" total_charge=0 homo_energy_ev="-9.7 / -9.5" e_tot_ev=-49429.5288 homo_lumo_gap_ev="8.69 / 8.56" e_lumo_ev="-0.99 / -0.91" spin_multiplicity=1
C -0.219 0.238 0.404
N -1.200 1.195 0.615
P -3.520 -0.121 -0.115
Cl -4.629 1.564 -0.678
Cl -4.588 -1.466 -0.933
Cl -4.166 -0.152 1.834
H 0.533 0.563 -0.307
H -0.742 -0.722 0.096
H 0.412 -0.145 1.227



11
Properties=species:S:1:pos:R:3 method="wB97M-V/def2-TZVPD" total_charge=0 homo_energy_ev=-8.5 e_tot_ev=-19033.2335 homo_lumo_gap_ev=7.15 e_lumo_ev=-1.36 spin_multiplicity=1
C -0.681 -0.796 -0.060
C -0.172 -1.534 -1.041
C 0.076 0.423 -0.227
N 1.063 0.395 -1.053
N 0.831 -0.785 -1.681
O -0.197 1.992 2.699
S -0.804 2.611 1.334
H -1.459 -1.247 0.677
H -0.668 -2.493 -1.324
H 1.561 -1.093 -2.332
H 0.450 2.529 3.009



80
Properties=species:S:1:pos:R:3 method="wB97M-V/def2-TZVPD" total_charge=0 homo_energy_ev=-9.8 e_tot_ev=-44526.7028 homo_lumo_gap_ev=9.80 e_lumo_ev=0.02 spin_multiplicity=1
N 2.058 -2.323 -0.371
C 1.831 -3.748 -0.400
O 1.106 -4.281 -1.177
O 2.590 -4.467 0.583
O 3.226 -5.534 -0.012
C 4.581 -5.224 -0.276
O 5.476 -5.707 0.339
C 4.871 -4.246 -1.467
C 4.473 -4.758 -2.796
C 4.664 -3.905 -3.963
C 5.253 -2.581 -3.735
C 5.648 -2.071 -2.436
C 5.455 -2.932 -1.253
H 2.938 -2.186 0.149
H 2.328 -2.110 -1.343
H 4.002 -5.764 -2.873
H 4.333 -4.289 -4.953
H 5.371 -1.926 -4.636
H 6.065 -1.047 -2.292
H 5.724 -2.634 -0.217
C 1.070 1.859 1.986
C -0.070 1.377 1.104
C -0.769 0.172 1.713
O 0.436 1.028 -0.184
H 1.828 1.078 2.107
H 1.571 2.717 1.531
H 0.708 2.150 2.974
H -0.789 2.187 0.960
H -0.074 -0.667 1.822
H -1.577 -0.170 1.065
H -1.185 0.412 2.695
H 1.072 0.311 -0.067
C -0.760 6.476 4.192
C -0.091 5.349 3.422
C 1.087 5.858 2.606
O -1.043 4.738 2.551
H -1.151 7.237 3.509
H -1.610 6.097 4.764
H -0.061 6.954 4.882
H 0.250 4.581 4.120
H 0.759 6.597 1.869
H 1.550 5.040 2.051
H 1.843 6.317 3.247
H -1.350 5.410 1.930
C 0.574 -5.807 -6.502
C 1.389 -4.553 -6.775
C 0.504 -3.409 -7.245
O 2.374 -4.832 -7.769
H 0.068 -6.148 -7.410
H 1.223 -6.623 -6.176
H -0.178 -5.630 -5.730
H 1.921 -4.256 -5.867
H -0.004 -3.668 -8.178
H 1.104 -2.518 -7.447
H -0.250 -3.159 -6.495
H 1.915 -5.095 -8.576
C -2.341 -4.411 0.952
C -3.179 -3.283 0.371
C -3.927 -3.734 -0.874
O -2.334 -2.181 0.046
H -1.588 -4.747 0.232
H -1.801 -4.071 1.839
H -2.964 -5.265 1.229
H -3.892 -2.932 1.120
H -3.228 -4.048 -1.655
H -4.516 -2.912 -1.287
H -4.597 -4.568 -0.652
H -1.698 -2.480 -0.617
C -3.969 8.236 5.492
C -5.106 7.751 4.606
C -5.805 6.545 5.214
O -4.593 7.405 3.320
H -3.212 7.456 5.613
H -3.469 9.095 5.038
H -4.333 8.525 6.480
H -5.827 8.558 4.460
H -5.109 5.708 5.327
H -6.612 6.201 4.563
H -6.225 6.783 6.194
H -3.954 6.691 3.438



115
Properties=species:S:1:pos:R:3 method="wB97M-V/def2-TZVPD" total_charge=+1 homo_energy_ev=-9.4 e_tot_ev=-99742.9258 homo_lumo_gap_ev=7.09 e_lumo_ev=-2.33 spin_multiplicity=1
Hf -0.166 -0.974 -0.698
N -4.254 -0.758 1.396
C -3.899 0.511 1.804
C -4.533 1.410 2.605
C -3.926 2.623 2.818
C -2.707 2.905 2.172
C -1.969 1.937 1.501
C -2.631 0.733 1.233
N -2.208 -0.430 0.585
C -3.165 -1.253 0.738
C -2.898 -2.674 0.511
C -3.765 -3.695 0.707
S -2.902 -5.171 0.333
C -1.538 -4.162 -0.128
N -1.646 -2.931 0.047
H -5.128 -1.306 1.626
H -5.484 1.210 3.064
H -4.399 3.293 3.483
H -2.295 3.874 2.127
H -1.024 2.181 1.013
H -4.794 -3.673 1.056
H -0.643 -4.586 -0.541
C 2.100 0.318 -3.949
P 2.281 -0.766 -2.451
C 2.579 -2.316 -3.335
C 4.069 -0.329 -1.978
H 2.650 -0.146 -4.810
H 2.530 1.304 -3.719
H 1.035 0.466 -4.148
H 1.689 -2.655 -3.839
H 2.982 -3.169 -2.730
H 3.316 -1.998 -4.030
H 4.685 -0.316 -2.901
H 4.416 -1.042 -1.255
H 4.044 0.682 -1.548
C 1.267 -3.409 2.136
Si 1.724 -2.765 0.412
C 2.625 -4.253 -0.365
C 3.313 -1.680 0.950
C 3.264 -0.272 1.049
C 4.261 0.526 1.641
C 5.406 -0.113 2.129
C 5.497 -1.505 1.997
C 4.526 -2.277 1.391
H 1.999 -3.030 2.941
H 1.237 -4.458 2.319
H 0.232 -3.072 2.360
H 2.567 -5.164 0.215
H 3.685 -4.082 -0.530
H 2.219 -4.468 -1.325
H 2.526 0.349 0.577
H 4.083 1.617 1.782
H 6.150 0.446 2.521
H 6.448 -1.960 2.432
H 4.630 -3.370 1.472
N 0.183 -0.238 1.661
C 0.321 -0.368 2.787
N 0.607 -0.421 4.081
C 2.040 -0.754 4.478
C 2.254 0.170 5.657
O 1.251 0.061 6.633
C -0.057 0.323 6.216
C -0.397 -0.550 5.064
H 2.674 -0.490 3.629
H 2.128 -1.825 4.748
H 2.335 1.224 5.258
H 3.186 -0.137 6.141
H 0.006 1.452 5.988
H -0.790 0.183 6.999
H -1.365 -0.263 4.668
H -0.408 -1.583 5.427
C -1.623 -3.579 -3.682
C -1.641 -2.091 -3.442
C -3.147 -1.914 -3.157
C -1.252 -1.373 -4.787
N -0.850 -1.678 -2.304
H -2.417 -3.855 -4.325
H -1.699 -4.171 -2.749
H -0.766 -3.871 -4.268
H -3.765 -2.235 -3.990
H -3.371 -0.892 -2.884
H -3.493 -2.413 -2.261
H -1.817 -1.633 -5.688
H -0.109 -1.408 -4.953
H -1.576 -0.394 -4.586
O -0.236 1.152 -0.872
S 0.050 2.060 -2.069
C 1.448 3.120 -1.551
C 1.366 3.789 -0.180
C 1.107 5.160 -0.107
C 1.154 5.761 1.159
C 1.487 5.044 2.272
C 1.745 3.671 2.142
C 1.696 2.998 0.930
C -1.268 3.437 -2.219
C -2.579 2.835 -2.776
C -3.480 2.018 -2.106
C -4.655 1.577 -2.663
C -4.945 1.855 -3.971
C -4.100 2.690 -4.667
C -2.970 3.257 -4.016
H 1.522 3.929 -2.302
H 2.280 2.428 -1.517
H 0.952 5.657 -1.038
H 1.041 6.819 1.253
H 1.335 5.504 3.253
H 1.919 3.089 3.034
H 1.871 1.883 0.859
H -0.657 4.046 -2.846
H -1.411 3.847 -1.240
H -3.319 1.611 -1.144
H -5.271 0.975 -2.049
H -5.809 1.448 -4.480
H -4.449 3.030 -5.643
H -2.328 3.875 -4.669



Repeat the first record exactly.
58
Properties=species:S:1:pos:R:3 method="wB97M-V/def2-TZVPD" total_charge=-1 homo_energy_ev=-4.0 e_tot_ev=-282290.7575 homo_lumo_gap_ev=6.00 e_lumo_ev=2.00 spin_multiplicity=1
Hf 1.328 -0.011 0.415
C -1.936 2.548 1.331
C -1.029 3.124 2.420
N 0.319 2.586 2.390
C 0.859 2.178 3.663
C 0.265 0.865 4.159
S 0.222 -0.494 2.943
C -1.558 -0.803 2.835
C -2.416 0.393 2.431
N -1.870 1.104 1.303
H -2.955 2.941 1.492
H -1.590 2.909 0.363
H -1.039 4.217 2.330
H -1.458 2.908 3.403
H 0.955 3.169 1.866
H 1.938 2.056 3.573
H 0.698 2.918 4.465
H 0.869 0.502 4.988
H -0.765 0.993 4.496
H -1.638 -1.603 2.102
H -1.877 -1.198 3.802
H -3.439 0.025 2.261
H -2.490 1.083 3.273
H -2.137 0.698 0.421
O -1.738 -1.359 -2.160
S -0.547 -1.449 -1.376
O 0.594 -0.589 -1.735
O -0.741 -1.180 0.068
C 0.112 -3.090 -1.663
C -0.664 -3.929 -2.444
C -0.172 -5.159 -2.866
C 1.109 -5.544 -2.522
C 1.892 -4.713 -1.731
C 1.406 -3.492 -1.298
S 2.425 -2.616 -0.117
O 2.816 -1.277 -0.649
O 3.509 -3.481 0.204
O 1.459 -2.286 0.950
H -1.648 -3.594 -2.740
H -0.794 -5.801 -3.475
H 1.506 -6.493 -2.857
H 2.884 -5.010 -1.422
Se 3.306 1.828 1.091
Se 4.732 1.821 -0.697
Te 3.807 0.022 4.678
Se 3.575 -0.272 2.181
S 0.803 2.169 -0.770
C -0.065 2.057 -2.314
C -1.440 1.863 -2.406
C -2.074 1.843 -3.640
C -1.343 2.026 -4.803
C 0.029 2.224 -4.721
C 0.663 2.240 -3.489
H -2.022 1.712 -1.508
H -3.143 1.672 -3.688
H -1.837 2.007 -5.767
H 0.613 2.361 -5.624
H 1.734 2.381 -3.417